{
  "formula": "C68H75N15",
  "method": "the ωB97M-V functional and the def2-TZVPD basis",
  "elements": ["N", "C", "C", "C", "C", "H", "H", "H", "H", "H", "N", "C", "C", "C", "C", "H", "H", "H", "H", "H", "N", "C", "C", "C", "C", "H", "H", "H", "H", "H", "N", "C", "C", "C", "C", "H", "H", "H", "H", "H", "N", "C", "C", "C", "C", "H", "H", "H", "H", "H", "N", "C", "C", "C", "C", "H", "H", "H", "H", "H", "N", "C", "C", "C", "C", "H", "H", "H", "H", "H", "N", "C", "C", "C", "C", "C", "H", "H", "H", "H", "H", "N", "C", "C", "C", "C", "C", "H", "H", "H", "H", "H", "N", "C", "C", "C", "C", "C", "H", "H", "H", "H", "H", "N", "C", "C", "C", "C", "C", "H", "H", "H", "H", "H", "N", "C", "C", "C", "C", "C", "H", "H", "H", "H", "H", "N", "C", "C", "C", "C", "C", "H", "H", "H", "H", "H", "N", "C", "C", "C", "C", "C", "H", "H", "H", "H", "H", "N", "C", "C", "C", "C", "C", "H", "H", "H", "H", "H"],
  "positions_angstrom": [[2.1922, 5.1680, 5.2102], [1.6497, 5.1953, 3.9871], [2.6035, 5.6942, 3.1062], [3.7458, 6.0335, 3.8285], [3.4218, 5.8153, 5.1585], [1.8654, 4.6823, 6.0333], [0.6200, 4.8962, 3.8586], [2.5524, 5.7484, 2.0288], [4.6856, 6.4245, 3.4675], [3.9403, 5.9134, 6.1009], [0.1210, -2.5493, -5.6082], [-1.0684, -3.1804, -5.6292], [-1.3073, -3.6668, -6.8904], [-0.1875, -3.4110, -7.6322], [0.7552, -2.7506, -6.7902], [0.6061, -2.1918, -4.7976], [-1.6305, -3.2315, -4.7084], [-2.1476, -4.2523, -7.2333], [-0.0462, -3.6981, -8.6637], [1.7431, -2.3205, -6.8642], [6.6280, -2.2154, 3.1953], [7.5067, -3.2322, 3.1535], [8.2364, -3.1741, 1.9745], [7.6998, -2.1280, 1.2552], [6.6861, -1.5449, 2.0430], [6.0419, -2.0402, 3.9990], [7.7906, -3.8207, 4.0134], [9.0889, -3.7891, 1.7266], [8.1088, -1.8096, 0.3077], [6.1099, -0.6751, 1.7640], [4.3003, 0.9970, -4.7708], [5.3219, 0.0850, -4.9249], [5.1496, -1.0088, -4.0941], [4.0944, -0.6879, -3.2648], [3.5525, 0.4887, -3.7668], [4.1778, 1.8984, -5.2097], [6.0694, 0.1262, -5.7034], [5.7295, -1.9176, -4.1590], [3.7914, -1.2558, -2.3975], [2.7879, 1.1191, -3.3376], [-7.7422, -2.2922, 0.9588], [-8.0182, -1.0178, 1.2087], [-8.9671, -0.9531, 2.1766], [-9.2020, -2.2650, 2.5915], [-8.4812, -3.0706, 1.7672], [-6.9945, -2.6682, 0.3934], [-7.4926, -0.1980, 0.7418], [-9.4999, -0.0838, 2.5326], [-9.8898, -2.5823, 3.3613], [-8.5177, -4.1414, 1.6317], [4.5955, 0.7753, 6.3917], [3.6157, 0.3325, 5.5448], [3.0071, -0.8098, 6.0676], [3.6658, -1.1207, 7.2557], [4.6990, -0.1567, 7.3990], [5.2076, 1.5676, 6.2587], [3.4719, 0.9529, 4.6726], [2.2612, -1.3644, 5.5177], [3.4819, -1.9941, 7.8637], [5.3702, -0.0494, 8.2383], [-0.4418, -7.1345, 3.4988], [-0.3865, -5.8058, 3.5590], [-1.0730, -5.3129, 4.6869], [-1.8746, -6.4035, 5.0738], [-1.4080, -7.5188, 4.3218], [-0.0661, -7.6649, 2.7257], [0.2678, -5.3258, 2.8465], [-1.2060, -4.3430, 5.1430], [-2.7549, -6.3804, 5.6990], [-1.7932, -8.5241, 4.4083], [9.3004, 4.3008, -2.0212], [8.1483, 3.5978, -1.8237], [6.9883, 4.1820, -1.2600], [7.0018, 5.5286, -0.9577], [8.2257, 6.2166, -1.0420], [9.3634, 5.6040, -1.5867], [8.2377, 2.5587, -2.1041], [6.2314, 3.5083, -0.8863], [6.1295, 6.0742, -0.6293], [8.3052, 7.2568, -0.7628], [10.3618, 6.0070, -1.5024], [-8.1732, 1.4724, -5.4863], [-7.6244, 1.5921, -6.7690], [-6.4510, 1.0413, -7.0860], [-5.8567, 0.2361, -6.1678], [-6.2524, 0.1473, -4.8624], [-7.4420, 0.7645, -4.5590], [-8.2046, 2.1326, -7.5022], [-5.9776, 1.1270, -8.0529], [-5.0146, -0.3563, -6.4936], [-5.7814, -0.4891, -4.1279], [-7.8495, 0.7211, -3.5598], [3.1786, -5.7241, -1.2847], [2.5549, -5.8377, -2.4823], [3.3199, -6.0681, -3.6454], [4.6897, -6.2424, -3.5630], [5.2761, -6.1343, -2.2898], [4.4892, -5.9297, -1.2069], [1.4811, -5.7265, -2.4484], [2.8676, -6.0972, -4.6257], [5.1937, -6.3579, -4.5112], [6.3150, -6.4177, -2.2075], [4.8768, -5.9470, -0.1990], [-3.3057, 1.6590, 7.4404], [-4.6167, 1.5947, 7.0667], [-4.9826, 1.0157, 5.8477], [-4.0678, 0.6622, 4.9237], [-2.6819, 0.6979, 5.2980], [-2.3713, 1.1615, 6.5724], [-5.3628, 1.7789, 7.8254], [-5.9932, 0.9739, 5.4689], [-4.3635, 0.2852, 3.9558], [-1.9458, 0.3149, 4.6067], [-1.3331, 1.3520, 6.8008], [-5.0358, -5.5267, -2.1723], [-5.1197, -5.7510, -3.5005], [-4.4558, -6.8132, -4.0880], [-3.6334, -7.6519, -3.3837], [-3.4878, -7.4114, -1.9952], [-4.2208, -6.3542, -1.4620], [-5.7870, -5.1509, -4.1012], [-4.6887, -7.1295, -5.0941], [-3.1636, -8.5182, -3.8256], [-2.7712, -7.9493, -1.3923], [-4.1121, -6.2629, -0.3913], [-2.3857, -0.1901, 0.0424], [-1.3558, -1.0991, 0.1874], [-0.0450, -0.6999, 0.3841], [0.2336, 0.6837, 0.4511], [-0.7872, 1.6079, 0.2174], [-2.0876, 1.1338, 0.0002], [-1.6409, -2.1364, 0.0910], [0.7940, -1.3776, 0.4408], [1.2854, 0.9249, 0.4948], [-0.5676, 2.6639, 0.1619], [-2.8453, 1.8578, -0.2606], [0.5017, 7.1538, -1.6888], [0.5103, 8.4635, -1.4398], [1.0991, 9.3154, -2.2968], [1.7312, 8.8762, -3.4881], [1.7617, 7.5272, -3.7362], [1.0996, 6.7420, -2.8407], [-0.0335, 8.8666, -0.5983], [1.0558, 10.3730, -2.0827], [2.2075, 9.4558, -4.2649], [2.2513, 7.2024, -4.6424], [0.9970, 5.6799, -3.0071], [-6.8291, 4.5633, 0.9076], [-5.9334, 5.2404, 0.1588], [-4.7886, 5.8575, 0.6404], [-4.6404, 5.9277, 1.9706], [-5.5444, 5.3260, 2.7766], [-6.5980, 4.6011, 2.2180], [-6.0311, 5.3091, -0.9146], [-4.1280, 6.4391, 0.0144], [-3.8602, 6.5223, 2.4226], [-5.4200, 5.3021, 3.8491], [-7.2356, 3.9872, 2.8369]],
  "forces_ev_per_a": [[1.26, 1.40, 0.85], [-0.26, -0.41, -1.42], [-0.91, -0.54, -0.72], [0.05, 0.43, 1.70], [0.19, -1.41, 0.36], [-0.28, 0.41, -0.25], [0.20, -0.19, -0.31], [-0.42, 0.09, 0.08], [-0.19, 0.09, -0.01], [0.35, 0.09, -0.29], [0.84, -0.58, 0.11], [-1.34, 0.18, 1.19], [-1.01, -0.62, 1.01], [3.16, 1.04, -0.41], [-1.03, -0.04, -1.24], [-0.34, -0.06, -0.06], [-0.25, -0.01, -0.22], [-0.10, 0.20, 0.22], [0.18, 0.11, 0.08], [-0.06, -0.23, -0.63], [-0.59, -0.46, 0.96], [2.07, -1.11, 0.38], [-0.36, -0.77, 1.28], [-0.80, 1.33, -0.13], [1.11, 0.82, -2.58], [-0.06, 0.15, -0.35], [-0.54, 0.00, 0.10], [-0.19, -0.04, -0.02], [-0.48, 0.27, -0.04], [-0.21, -0.17, 0.44], [1.15, -1.47, 0.32], [0.78, -0.79, -1.47], [1.19, 1.01, -1.10], [-1.56, 0.48, 0.12], [-1.10, 0.58, 2.03], [0.15, -0.39, 0.09], [-0.19, 0.44, -0.10], [0.11, 0.19, 0.27], [-0.39, 0.13, -0.15], [-0.18, -0.21, 0.01], [1.06, -1.38, -0.94], [0.46, 2.51, -0.46], [-0.36, 0.81, 0.68], [-1.13, -0.64, 0.31], [-0.29, -1.57, 0.60], [-0.23, 0.36, -0.09], [-0.06, -0.18, -0.20], [0.36, 0.09, 0.03], [-0.03, -0.05, -0.17], [0.26, 0.06, 0.22], [-0.13, -1.75, 0.66], [-0.27, 0.61, -0.21], [0.39, 1.19, -1.62], [1.91, 1.01, 0.15], [-1.27, -0.77, 0.91], [-0.24, -0.26, -0.04], [-0.47, -0.40, -0.16], [-0.11, 0.01, 0.31], [0.15, 0.23, 0.15], [0.09, 0.13, -0.21], [-0.54, -0.32, -1.23], [2.12, 3.17, 0.94], [-0.74, -0.89, -1.73], [0.95, -1.94, -0.98], [-2.82, -0.33, 2.92], [-0.09, 0.03, 0.32], [0.11, 0.34, 0.30], [0.39, 0.21, -0.65], [0.36, -0.21, 0.32], [0.29, -0.03, -0.23], [-0.77, 0.61, 0.65], [1.04, 2.08, 0.21], [1.13, -0.97, 0.04], [1.12, 0.45, -0.05], [0.28, 0.01, -0.95], [-1.59, -2.46, 0.56], [-0.36, -0.12, 0.03], [-0.55, 0.15, -0.51], [-0.11, -0.21, 0.27], [-0.16, 0.08, 0.17], [-0.06, 0.37, -0.43], [1.62, -0.67, -0.75], [-2.59, 0.71, 3.01], [1.10, -0.61, -1.21], [2.14, -1.14, 0.44], [-0.68, -0.51, 0.05], [-1.46, 1.75, -1.50], [-0.20, 0.21, 0.17], [-0.29, 0.10, -0.22], [0.34, 0.06, 0.05], [0.25, 0.04, -0.07], [-0.22, 0.06, 0.04], [-1.43, -0.38, -0.66], [2.15, 0.16, 0.64], [-0.81, 0.11, 0.27], [-0.77, 0.87, 0.79], [0.99, -1.35, -2.12], [-0.83, 0.32, 0.73], [-0.06, 0.05, -0.30], [-0.31, -0.08, 0.01], [0.56, -0.23, 0.28], [0.20, 0.39, 0.30], [0.28, 0.18, 0.06], [-0.70, -0.47, -0.89], [2.09, -1.57, 0.12], [-1.36, 1.22, -0.01], [3.16, -0.72, 0.04], [-1.87, -0.21, 0.01], [-1.24, 1.29, -0.54], [0.04, 0.56, 0.03], [-0.46, 0.04, 0.67], [0.00, 0.02, -0.08], [0.24, 0.18, 0.08], [0.10, -0.33, 0.53], [0.64, -0.54, -0.07], [0.30, -0.57, 1.48], [-0.39, -0.74, -0.97], [0.29, -0.02, 2.03], [-0.19, 0.69, -1.62], [-0.06, -0.18, -0.74], [-0.05, 0.30, 0.19], [0.06, 0.50, -0.35], [0.07, 0.08, -0.23], [-0.22, -0.21, 0.12], [-0.43, 0.73, 0.17], [1.10, 0.14, -0.34], [-1.11, 1.84, -0.08], [-0.14, 1.14, 0.04], [-0.55, -0.94, -0.83], [0.37, -0.65, 0.14], [1.09, -1.52, 0.36], [-0.05, -0.08, 0.15], [-0.18, -0.31, 0.08], [-0.03, 0.55, 0.31], [-0.05, 0.09, 0.03], [-0.46, -0.25, 0.17], [0.22, -0.48, -1.01], [-0.36, -1.29, -0.05], [1.43, 2.11, -2.34], [-0.23, 0.05, 0.93], [-0.02, 0.85, -0.30], [-1.00, -1.20, 1.96], [0.05, -0.33, 0.36], [0.04, 0.16, -0.04], [-0.11, 0.86, 0.47], [-0.14, -0.53, 0.08], [0.13, -0.21, -0.03], [0.76, 0.66, -0.57], [0.26, -0.34, -0.27], [-0.73, 0.53, -1.45], [1.09, 1.02, 1.71], [-1.16, -1.44, 1.14], [0.49, 0.04, -0.19], [-0.70, -0.42, -0.17], [0.01, -0.30, -0.39], [0.30, -0.08, -0.03], [-0.03, 0.17, 0.10], [-0.25, 0.12, 0.12]],
  "charge": 0,
  "e_lumo_ev": -0.06,
  "spin_multiplicity": 1,
  "homo_ev": -7.91,
  "total_energy_ev": -94075.47214,
  "relative_energy_kcal_mol": 139.4
}